Computed, not measured: a cluster of 2 separate species, C7H12O in total, with ωB97M-V with the def2-TZVPD basis set.

XYZ file:
```
20
Properties=species:S:1:pos:R:3:forces:R:3:lowdin_charge:R:1
C -2.999398 0.696185 -0.594912 0.5 0.4 -0.3 0.002
C -2.013199 0.212931 -1.345201 -0.4 -0.2 0.2 -0.194
C -0.613044 0.678313 -1.273976 -0.6 -0.4 0.3 -0.119
C 0.000811 0.796463 -0.107390 0.9 0.2 -0.2 -0.123
C 1.468060 1.155223 0.025422 -0.4 -0.1 0.4 -0.205
C 2.158017 0.016570 0.722258 -0.4 -0.2 0.1 -0.198
C 2.925848 -0.874527 0.113648 0.5 0.7 -0.1 -0.002
H -2.785716 1.529631 0.064288 -0.2 0.0 0.0 0.063
H -4.014619 0.348438 -0.686144 -0.1 -0.2 0.2 0.050
H -2.255629 -0.651669 -1.960357 0.2 0.2 -0.4 0.093
H -0.066125 0.878772 -2.185070 0.0 -0.1 -0.2 0.104
H -0.499766 0.581886 0.826998 -0.2 -0.1 0.0 0.101
H 1.937757 1.333236 -0.939646 -0.1 0.2 -0.1 0.107
H 1.487920 2.060958 0.637301 0.4 0.1 0.0 0.111
H 1.852906 -0.131050 1.754121 0.0 -0.1 0.0 0.100
H 3.351485 -1.729777 0.611621 0.0 -0.1 0.1 0.046
H 3.282186 -0.644113 -0.888958 -0.2 -0.4 0.0 0.059
O -1.295638 -1.764909 1.829721 0.2 -0.3 0.0 -0.067
H -1.001099 -2.073764 0.962531 -0.1 0.2 0.0 0.036
H -0.920757 -2.418798 2.433745 -0.1 0.2 0.0 0.037
```
Positions in Å, forces in eV/Å.

SMILES: C=C/C=C/CC=C.O
Total energy, eV: -9499.0394
Frontier orbital gap, eV: 9.771
Relative energy (zero: lowest compared OMol25 entry of this formula, charge and spin), kJ/mol: 171.7
Net charge: 0

***

Computed, not measured: a structure of composition C6H12S, with ωB97M-V with the def2-TZVPD basis set.

XYZ file:
```
19
Properties=species:S:1:pos:R:3:forces:R:3:lowdin_charge:R:1
C -0.637341 0.892070 1.798668 -0.1 0.8 -0.4 -0.118
C -0.288032 1.136970 0.318219 -0.7 -0.4 0.5 -0.582
C 0.522700 -0.640886 -0.895250 0.2 -0.1 -0.6 -0.592
C 0.754000 -1.956119 -0.194080 0.2 -0.3 0.4 -0.129
C -0.824684 0.086631 -0.709603 -0.1 0.2 0.4 -0.407
C -2.057140 -0.714011 -0.298862 -0.5 -0.4 0.1 -0.080
H -0.329994 -0.085155 2.139949 0.0 -0.3 0.1 0.058
H -0.127636 1.649364 2.417964 -0.2 -0.3 -0.2 0.077
H -1.730040 1.022905 1.930870 0.5 -0.2 0.1 0.082
H -0.601964 2.145504 0.086075 0.1 0.3 -0.2 0.092
H 0.759865 -0.775573 -1.956549 0.1 0.1 0.2 0.101
H 1.807064 -2.259689 -0.292857 -0.3 0.1 0.0 0.079
H 0.144139 -2.738554 -0.645313 -0.1 -0.1 0.0 0.077
H 0.538684 -1.925755 0.881719 0.0 0.1 -0.2 0.072
H -1.052926 0.631811 -1.638040 0.1 -0.2 0.2 0.133
H -2.379432 -1.452346 -1.067094 0.3 0.5 0.3 0.086
H -1.930507 -1.291742 0.640106 0.1 0.4 -0.5 0.079
H -2.908636 -0.021827 -0.150607 0.3 -0.3 0.0 0.084
S 1.437147 0.767070 -0.153797 0.0 0.0 0.0 0.888
```
Positions in Å, forces in eV/Å.

Total energy, eV: -17251.6012
Frontier orbital gap, eV: 9.446
Relative energy (zero: lowest compared OMol25 entry of this formula, charge and spin), kJ/mol: 0.0
Net charge: 0

***

Computed, not measured: a cluster of 3 separate species, C28H38F2N3O7P in total in a non-equilibrium geometry, with ωB97M-V with the def2-TZVPD basis set.

XYZ file:
```
79
Properties=species:S:1:pos:R:3:forces:R:3:lowdin_charge:R:1
C 3.579910 -5.253854 1.082399 -0.4 -0.1 0.1 -0.037
C 2.794039 -3.979738 1.055949 0.1 0.0 -0.1 -0.285
N 1.507565 -4.076570 1.230192 -0.1 0.1 0.0 0.179
C 0.774640 -2.929726 1.183807 0.1 0.0 0.0 -0.179
C -0.619587 -2.985970 1.348830 -0.3 -0.1 0.1 0.061
C -1.363748 -1.845705 1.280214 0.1 0.1 0.0 -0.153
C -2.857544 -1.854329 1.435001 0.0 -0.4 -0.1 -0.132
O -3.353996 -3.184975 1.354430 0.2 0.0 0.1 -0.074
C -4.552443 -3.304732 0.684943 0.0 0.1 0.0 -0.298
C -5.737030 -2.948755 1.307332 0.1 0.0 0.0 -0.012
C -6.932369 -3.082426 0.620084 0.1 0.1 0.1 -0.079
C -6.932500 -3.556914 -0.681736 -0.1 0.0 0.0 -0.095
C -5.741698 -3.912769 -1.294370 0.0 0.0 0.0 -0.078
C -4.542912 -3.788405 -0.611928 0.0 0.0 0.1 -0.004
C -0.736694 -0.597417 1.058486 -0.2 -0.1 0.1 0.058
C 0.607903 -0.530915 0.890314 0.4 0.1 -0.5 -0.129
N 1.310490 0.718678 0.625728 -1.0 0.4 0.9 0.131
C 0.523369 1.646990 -0.061663 0.0 -0.2 -0.9 -0.470
O -0.018166 1.460249 -1.104736 0.2 0.3 0.9 0.179
F 0.454178 2.834312 0.578037 0.3 -0.2 -0.3 0.134
C 1.897042 1.215074 1.851558 0.2 0.1 0.0 -0.464
O 1.332851 1.400468 2.872907 0.4 -0.2 -0.3 0.209
F 3.196592 1.431928 1.674244 -0.5 0.1 0.1 0.160
C 1.400607 -1.695816 0.952890 0.1 -0.2 0.0 -0.145
N 2.742962 -1.603416 0.787079 -0.1 0.1 0.0 0.128
C 3.438838 -2.704853 0.833610 0.1 -0.5 0.0 -0.371
P 5.234871 -2.388981 0.532533 0.2 1.0 0.2 0.916
C 5.504630 -3.137852 -1.120413 -0.3 0.0 0.1 -0.302
C 6.188821 -3.462820 1.666942 0.1 -0.4 -0.4 -0.322
H 4.222211 -5.287871 1.958037 0.2 0.0 0.0 0.072
H 4.164968 -5.375452 0.174392 0.2 0.0 0.0 0.070
H 2.882109 -6.083028 1.156241 -0.1 0.0 0.0 0.082
H -1.101664 -3.934027 1.528728 0.1 -0.1 0.0 0.128
H -3.299648 -1.264875 0.630365 -0.1 0.2 0.1 0.143
H -3.129422 -1.427811 2.402736 -0.1 0.2 0.0 0.141
H -5.697938 -2.576014 2.321066 -0.1 0.0 0.1 0.120
H -7.853564 -2.812355 1.114597 -0.1 0.0 0.0 0.103
H -7.863276 -3.649554 -1.221056 -0.1 0.0 0.0 0.100
H -5.745599 -4.281159 -2.309602 0.0 0.0 -0.1 0.104
H -3.591888 -4.052423 -1.050669 0.0 0.0 -0.1 0.121
H -1.356494 0.288644 1.023252 0.0 0.1 -0.1 0.141
H 4.652532 -2.846227 -1.733123 0.0 0.0 -0.1 0.036
H 6.380942 -2.667626 -1.557419 0.2 -0.1 0.0 0.027
H 5.605830 -4.221318 -1.129330 0.0 -0.1 0.0 0.026
H 5.900147 -3.288816 2.699432 -0.1 0.0 0.1 0.039
H 6.150521 -4.523646 1.427706 -0.1 -0.1 0.1 0.019
H 7.226993 -3.153413 1.552848 0.1 0.1 0.1 0.030
C 0.762406 4.954448 3.531077 0.0 0.0 0.0 -0.101
O 0.740796 6.259595 2.978498 0.0 0.0 0.1 -0.186
C -0.479763 6.583330 2.336602 0.2 0.0 -0.1 -0.208
C -1.374368 7.434531 3.209498 -0.2 0.0 0.0 -0.208
O -1.813127 6.738557 4.363847 0.1 0.0 0.0 -0.190
C -1.083376 7.059721 5.532976 0.0 0.0 0.0 -0.113
H 1.623590 4.892043 4.193728 0.0 0.0 0.0 0.093
H -0.143046 4.743843 4.104869 0.0 0.0 0.0 0.088
H 0.866338 4.203977 2.742541 0.0 0.0 0.0 0.065
H -1.007965 5.673067 2.034607 0.0 0.0 0.0 0.125
H -0.233622 7.146912 1.431216 0.0 0.0 0.0 0.126
H -2.265354 7.710581 2.637067 0.0 0.0 0.0 0.125
H -0.855150 8.356214 3.490903 0.0 0.0 0.0 0.126
H -1.366977 8.048936 5.908967 0.0 0.0 0.0 0.088
H -0.005855 7.038911 5.354351 0.0 0.0 0.0 0.084
H -1.331853 6.314760 6.286953 0.0 0.0 0.0 0.089
C 1.382906 -0.831670 -5.806959 0.0 0.0 0.0 -0.114
O 1.375737 0.457309 -6.389290 0.0 0.0 0.0 -0.190
C 0.196259 0.746590 -7.120688 0.1 0.1 -0.1 -0.208
C -0.773793 1.591464 -6.324846 -0.2 0.0 0.0 -0.212
O -1.275623 0.901743 -5.196073 0.1 0.0 0.0 -0.189
C -0.635673 1.254053 -3.977603 -0.1 0.0 -0.2 -0.123
H 2.199098 -0.858407 -5.086663 0.0 0.0 0.0 0.088
H 0.445167 -1.045111 -5.288830 0.0 0.0 0.0 0.083
H 1.557513 -1.601324 -6.567528 0.0 0.0 0.0 0.087
H -0.292676 -0.178813 -7.441896 0.0 0.0 0.0 0.125
H 0.496097 1.299499 -8.016403 0.0 0.0 0.0 0.124
H -1.626954 1.840721 -6.964241 0.0 0.0 0.0 0.124
H -0.293617 2.527942 -6.022833 0.0 0.0 0.0 0.127
H -0.971403 2.238208 -3.637927 0.0 0.0 0.0 0.088
H 0.451530 1.259842 -4.082622 0.0 0.0 0.0 0.086
H -0.914623 0.514735 -3.234162 -0.1 0.0 0.0 0.075
```
Positions in Å, forces in eV/Å.

SMILES: Cc1nc2cc(COc3ccccc3)cc(N(C(=O)F)C(=O)F)c2nc1P(C)C.COCCOC.COCCOC
Total energy, eV: -63176.4210
Frontier orbital gap, eV: 8.164
Net charge: 0

***

Computed, not measured: a structure of composition C17H18IN5O2STi, with ωB97M-V with the def2-TZVPD basis set.

XYZ file:
```
45
Properties=species:S:1:pos:R:3:forces:R:3:lowdin_charge:R:1
Ti 0.007542 -0.025517 0.398415 -0.2 0.1 -0.1 1.113
C -0.917706 -1.115996 3.231365 0.0 0.0 0.0 -0.137
C -1.268526 -2.174257 2.204218 0.0 0.0 0.0 -0.120
N -1.476907 -1.548473 0.869379 0.1 0.0 0.0 -0.145
C -2.838752 -1.011025 0.585823 0.0 0.0 0.0 -0.198
C -3.179029 0.256918 1.354271 0.0 0.0 0.0 -0.354
S -1.876446 1.540234 1.188707 0.0 0.0 0.0 1.031
C -1.344809 1.866398 2.904799 0.0 0.0 0.0 -0.363
C -0.010097 1.200471 3.216032 0.0 0.0 0.0 -0.207
N 0.058596 -0.164871 2.634283 0.0 0.0 0.0 -0.155
H -1.796368 -0.563115 3.547212 0.0 0.0 0.0 0.105
H -0.501501 -1.580093 4.126101 0.0 0.0 0.0 0.153
H -0.442551 -2.878913 2.095823 0.0 0.0 0.0 0.144
H -2.147398 -2.744725 2.510827 0.0 0.0 0.0 0.147
H -1.317622 -2.267936 0.165234 0.0 0.0 0.0 0.138
H -2.875375 -0.813330 -0.487281 0.0 0.0 0.0 0.135
H -3.591472 -1.774021 0.798653 0.0 0.0 0.0 0.147
H -4.092140 0.685450 0.943935 0.0 0.0 0.0 0.104
H -3.351911 0.081198 2.412554 0.0 0.0 0.0 0.087
H -1.254460 2.947075 3.000523 0.0 0.0 0.0 0.103
H -2.152047 1.553978 3.564593 0.0 0.0 0.0 0.095
H 0.809837 1.778182 2.785078 0.0 0.0 0.0 0.132
H 0.145694 1.171345 4.297269 0.0 0.0 0.0 0.150
H 0.992580 -0.518667 2.833322 0.0 0.0 0.0 0.127
N 1.873408 -0.101471 0.682803 0.0 -0.1 0.0 0.054
C 3.056751 -0.092017 0.840963 0.0 0.0 0.0 -0.063
C 4.359696 -0.084942 1.112923 0.0 -0.1 0.0 -0.197
C 4.695546 -0.306352 2.486392 0.0 0.1 0.0 -0.171
N 4.864552 -0.449499 3.613922 0.0 -0.1 0.0 0.202
C 5.324665 0.137160 0.085477 0.0 0.0 0.1 -0.164
N 6.100955 0.317070 -0.740947 0.0 0.0 0.0 0.213
I 0.756703 0.900352 -8.078061 0.0 0.0 0.0 1.049
C 0.508872 0.676945 -6.043920 0.0 0.0 -0.1 -0.702
C 0.528772 1.808759 -5.219312 0.0 0.0 0.0 -0.108
C 0.365630 1.663367 -3.863730 0.0 0.0 0.0 0.032
C 0.180244 0.376855 -3.320726 0.0 0.0 0.0 -0.141
C 0.162087 -0.757739 -4.155353 0.0 0.0 0.0 0.028
C 0.325574 -0.605050 -5.509768 0.0 0.0 0.0 -0.109
C 0.024535 0.222944 -1.927687 0.0 -0.1 0.0 -0.454
O -0.154498 -0.925140 -1.322283 0.0 0.1 0.0 -0.079
O 0.049813 1.210110 -1.067624 0.0 0.0 0.0 -0.107
H 0.673790 2.789045 -5.650082 0.0 0.0 0.0 0.110
H 0.380738 2.527782 -3.213728 0.0 0.0 0.0 0.135
H 0.026301 -1.742076 -3.728281 0.0 0.0 0.0 0.132
H 0.316717 -1.466400 -6.162135 0.0 0.0 0.0 0.110
```
Positions in Å, forces in eV/Å.

Total energy, eV: -71503.3479
Frontier orbital gap, eV: 5.646
Relative energy (zero: lowest compared OMol25 entry of this formula, charge and spin), kJ/mol: 0.4
Net charge: +2